No. 1
{"formula": "C3H3NO", "method": "the ωB97M-V functional and the def2-TZVPD basis", "symbols": ["H", "H", "C", "O", "C", "H", "N", "C"], "coordinates": [[-1.78745, 0.63952, 0.03574], [-1.07036, -0.81555, 0.80196], [1.51602, -0.31769, 0.10124], [0.51046, 1.77858, -0.04802], [-0.99246, -0.10415, -0.02556], [-1.08991, -0.67395, -0.95517], [2.42432, -1.02898, 0.18382], [0.33981, 0.58728, 0.00108]], "nbo_charge": [0.2466, 0.2456, 0.1572, -0.4506, -0.7041, 0.2501, -0.2469, 0.5022], "spin_multiplicity": 1, "e_lumo_ev": -0.3, "smiles": "CC(=O)C#N", "de_lowest_kcal_mol": 4.9, "molar_mass_g_mol": 69.06}

***

No. 2
{"formula": "C3H3NO", "method": "the ωB97M-V functional and the def2-TZVPD basis", "symbols": ["H", "H", "H", "C", "N", "C", "C", "O"], "coordinates": [[-1.10219, -1.87248, 1.59021], [-0.64684, 2.01311, 0.73651], [1.30211, 1.09235, -1.81096], [0.67689, 1.38009, -0.99420], [-0.76798, -1.06326, 1.09892], [-0.05516, -1.45413, 0.16771], [-0.02999, 1.67870, -0.06983], [0.62315, -1.77438, -0.71836]], "nbo_charge": [0.4014, 0.2418, 0.2407, -0.2538, -0.7902, 0.8839, -0.2323, -0.4915], "spin_multiplicity": 1, "e_lumo_ev": 0.8, "smiles": "N=C=O.C#C", "de_lowest_kcal_mol": 37.7, "molar_mass_g_mol": 69.06}

***

No. 3
{"formula": "C3H3NO", "method": "the ωB97M-V functional and the def2-TZVPD basis", "symbols": ["H", "C", "H", "C", "H", "O", "N", "C"], "coordinates": [[-0.32389, 1.86193, -0.61401], [0.02677, 0.97740, -0.05268], [-0.28775, 1.50367, 0.94384], [1.37341, 0.21055, 0.04244], [2.27044, 0.77367, 0.13542], [1.43664, -0.92860, -0.01827], [-2.17083, -0.51329, 0.08215], [-1.05953, -0.04086, -0.13879]], "nbo_charge": [0.2930, -0.6625, 0.2827, 0.4618, 0.1158, -0.4574, -0.3044, 0.2710], "spin_multiplicity": 1, "e_lumo_ev": 0.5, "smiles": "N#CCC=O", "de_lowest_kcal_mol": 36.7, "molar_mass_g_mol": 69.06}

***

No. 4
{"formula": "C3H3NO", "method": "the ωB97M-V functional and the def2-TZVPD basis", "symbols": ["O", "H", "C", "C", "H", "H", "C", "N"], "coordinates": [[-0.56307, -0.87603, 0.90914], [-3.68966, -0.26838, 1.00995], [1.36126, -0.02508, -0.59872], [2.36758, -0.39497, -0.06148], [3.38261, -0.61087, 0.10024], [0.43359, 0.60306, -0.82728], [-1.65477, -0.49854, 0.76505], [-2.76466, -0.08915, 0.50755]], "nbo_charge": [-0.4927, 0.4414, -0.2293, -0.2507, 0.2283, 0.2475, 0.8573, -0.8018], "spin_multiplicity": 1, "e_lumo_ev": 0.7, "smiles": "N=C=O.C#C", "de_lowest_kcal_mol": 50.3, "molar_mass_g_mol": 69.06}

***

No. 5
{"formula": "C3H3NO", "method": "the ωB97M-V functional and the def2-TZVPD basis", "symbols": ["H", "C", "N", "C", "H", "H", "C", "O"], "coordinates": [[0.33892, 1.67775, 0.77736], [-1.02042, -0.09858, 0.13786], [1.20821, -0.16966, 0.03929], [0.20757, 0.86588, 0.02116], [0.24334, 1.38422, -0.94325], [0.73942, -2.28836, -0.04469], [0.49442, -1.20360, 0.00673], [-2.21146, -0.16766, 0.00553]], "nbo_charge": [0.2241, 0.5887, -0.3944, -0.3604, 0.2266, 0.2025, -0.0109, -0.4761], "spin_multiplicity": 1, "e_lumo_ev": 0.4, "smiles": "O=C1C=NC1", "de_lowest_kcal_mol": 52.4, "molar_mass_g_mol": 69.06}

***

No. 6
{"formula": "C3H3NO", "method": "the ωB97M-V functional and the def2-TZVPD basis", "symbols": ["H", "H", "O", "N", "C", "C", "H", "C"], "coordinates": [[1.45426, -0.04343, -1.28805], [-0.84447, 0.48218, -2.07764], [-0.41749, -0.54943, 2.65903], [0.93358, -0.18722, 0.73100], [-0.62053, 0.34573, -1.02681], [0.60649, 0.04113, -0.61616], [-1.42082, 0.47570, -0.30168], [0.20238, -0.36222, 1.68564]], "nbo_charge": [0.2079, 0.2147, -0.4898, -0.5730, -0.4331, -0.0131, 0.1979, 0.8886], "spin_multiplicity": 1, "e_lumo_ev": 0.8, "smiles": "C=CN=C=O", "de_lowest_kcal_mol": 2.7, "molar_mass_g_mol": 69.06}

***

No. 7
{"formula": "C3H3NO2", "method": "the ωB97M-V functional and the def2-TZVPD basis", "symbols": ["H", "N", "C", "C", "C", "O", "H", "O", "H"], "coordinates": [[0.93498, -1.52041, -0.17837], [-1.84310, 0.09632, 0.11719], [1.48878, -0.63553, 0.03120], [2.74540, -0.42030, 0.23012], [-0.72775, 0.66568, -0.03908], [-2.88022, 0.50781, -0.59511], [3.07728, 0.66913, 0.39723], [-2.15258, -0.69328, 1.11540], [-0.64278, 1.33057, -1.07859]], "nbo_charge": [0.1635, 0.2360, -0.1938, -0.6571, -0.3199, -0.7598, 0.1512, -0.7135, 0.0934], "spin_multiplicity": 1, "total_charge": -2, "e_lumo_ev": 7.6, "de_lowest_kcal_mol": 74.9, "molar_mass_g_mol": 85.06}

***

No. 8
{"formula": "C3H3NO2", "method": "the ωB97M-V functional and the def2-TZVPD basis", "symbols": ["C", "O", "H", "H", "C", "C", "H", "N", "O"], "coordinates": [[-0.13400, -0.05822, -0.93110], [1.48722, 0.22970, 0.66512], [1.20922, 1.70955, -0.73972], [-0.56776, -0.01903, -1.92586], [0.77063, 0.79971, -0.42111], [0.49824, -0.37817, 1.25094], [-0.90474, -1.86995, -0.27554], [-0.45811, -0.98695, 0.00513], [0.29522, -0.51736, 2.40676]], "nbo_charge": [-0.0357, -0.4517, 0.2133, 0.2222, -0.0813, 0.9425, 0.4212, -0.7146, -0.5159], "spin_multiplicity": 1, "e_lumo_ev": 0.7, "smiles": "O=c1[nH]cco1", "de_lowest_kcal_mol": 62.3, "molar_mass_g_mol": 85.06}

***

No. 9
{"formula": "C3H3NO2", "method": "the ωB97M-V functional and the def2-TZVPD basis", "symbols": ["N", "C", "H", "C", "H", "O", "C", "O", "H"], "coordinates": [[0.40771, -0.84114, 2.38941], [-1.19322, -0.31508, 0.57734], [0.97111, -0.04085, 0.42263], [0.29880, -0.43005, 1.28071], [1.20896, -0.30396, -1.63340], [-0.65989, 0.31308, -1.08884], [0.57939, 0.47366, -1.18105], [-2.29879, -0.49699, 0.81026], [1.02417, 1.46543, -1.02466]], "nbo_charge": [-0.2836, 0.7386, 0.1515, -0.1048, 0.1621, -0.5458, 0.1213, -0.4013, 0.1620], "spin_multiplicity": 1, "e_lumo_ev": [-0.6, -0.6], "de_lowest_kcal_mol": 111.8, "molar_mass_g_mol": 85.06}

***

No. 10
{"formula": "C3H3NO2", "method": "the ωB97M-V functional and the def2-TZVPD basis", "symbols": ["H", "C", "C", "H", "H", "N", "O", "O", "C"], "coordinates": [[-0.00030, -0.16056, 1.28793], [-1.30450, 0.75403, -0.02503], [-0.17626, -0.16815, 0.19911], [1.29693, 1.45655, -0.17794], [-0.19913, -2.01789, 0.49196], [-2.17419, 1.50591, -0.14136], [-0.47503, -1.45626, -0.23657], [1.90963, -0.29975, -0.99428], [1.12284, 0.38611, -0.40383]], "nbo_charge": [0.2249, 0.2431, -0.0989, 0.1227, 0.4824, -0.2746, -0.6548, -0.4654, 0.4206], "spin_multiplicity": 1, "e_lumo_ev": 0.1, "smiles": "N#C[C@@H](O)C=O", "de_lowest_kcal_mol": 45.8, "molar_mass_g_mol": 85.06}

***

No. 11
{"formula": "C3H3NO2", "method": "the ωB97M-V functional and the def2-TZVPD basis", "symbols": ["O", "O", "H", "C", "N", "C", "H", "H", "C"], "coordinates": [[-1.51415, 1.24797, 0.04766], [-2.24518, -0.77441, -0.25201], [0.06988, -1.47180, -0.21989], [-0.08758, -0.54710, 0.22040], [-1.33859, 0.03789, -0.04422], [1.02107, 0.24750, 0.68463], [1.08658, 0.67572, -1.53999], [1.60983, -0.12170, 1.58159], [1.39815, 0.70593, -0.47817]], "nbo_charge": [-0.3891, -0.3914, 0.2181, -0.0498, 0.4651, -0.3201, 0.2459, 0.2407, -0.0195], "spin_multiplicity": 1, "e_lumo_ev": [-1.5, -1.2], "de_lowest_kcal_mol": 189.0, "molar_mass_g_mol": 85.06}

***

No. 12
{"formula": "C3H3NO2", "method": "the ωB97M-V functional and the def2-TZVPD basis", "symbols": ["N", "O", "C", "C", "H", "H", "O", "H", "C"], "coordinates": [[0.14639, 1.11531, 1.20549], [-0.30796, 0.40665, -0.86577], [0.31550, -0.63041, -0.22242], [-0.41483, 1.47529, 0.07011], [0.25028, -2.40037, -0.68029], [-1.05857, 2.37037, -0.27927], [0.00224, -1.62957, -1.03299], [0.68716, -0.84097, 2.02669], [0.35634, -0.37035, 1.09973]], "nbo_charge": [-0.4480, -0.4487, 0.5132, 0.3008, 0.4745, 0.2235, -0.6292, 0.2337, -0.2197], "spin_multiplicity": 1, "e_lumo_ev": 0.6, "smiles": "Oc1cnco1", "de_lowest_kcal_mol": 66.8, "molar_mass_g_mol": 85.06}

***

No. 13
{"formula": "C3H3NO2", "method": "the ωB97M-V functional and the def2-TZVPD basis", "symbols": ["H", "C", "C", "O", "O", "H", "H", "N", "C"], "coordinates": [[-1.36857, 0.15419, -0.67163], [0.41748, 0.04902, 0.51381], [-0.78937, -0.64739, -0.26175], [-0.09328, -1.23384, -1.34280], [1.04489, -0.37957, -1.34694], [1.26837, -0.57853, 0.92671], [-1.41569, -1.32423, 0.34027], [0.50895, 2.53090, 1.08759], [0.42722, 1.42945, 0.75474]], "nbo_charge": [0.1865, -0.0169, -0.0808, -0.2854, -0.2718, 0.2793, 0.2034, -0.1964, 0.1820], "spin_multiplicity": 1, "e_lumo_ev": [-2.0, -2.0], "de_lowest_kcal_mol": 163.8, "molar_mass_g_mol": 85.06}

***

No. 14
{"formula": "C3H3NO2", "method": "the ωB97M-V functional and the def2-TZVPD basis", "symbols": ["O", "O", "N", "C", "H", "H", "H", "C", "C"], "coordinates": [[-0.12615, -1.30984, -0.02074], [2.11596, -0.31263, 0.08760], [-1.50582, 0.55272, 0.14249], [-0.14519, 0.89768, -0.12311], [0.17889, 1.94932, -0.09439], [-2.23599, -1.46244, 0.00308], [2.44386, 0.69680, 0.11912], [0.63460, -0.25940, -0.10907], [-1.36016, -0.75220, -0.00497]], "nbo_charge": [-0.3957, -0.6874, -0.4053, -0.2329, 0.2147, 0.1968, 0.4973, 0.5263, 0.2863], "spin_multiplicity": 1, "e_lumo_ev": 0.5, "smiles": "Oc1cnco1", "de_lowest_kcal_mol": 60.8, "molar_mass_g_mol": 85.06}

***

No. 15
{"formula": "C3H3NO2", "method": "the ωB97M-V functional and the def2-TZVPD basis", "symbols": ["O", "O", "C", "C", "H", "H", "H", "N", "C"], "coordinates": [[0.49005, -0.50643, -0.77275], [-1.45971, -1.07315, -1.67594], [1.20519, 0.15696, 0.27638], [-1.52924, 0.21307, 0.27395], [0.52314, 0.60290, 1.00484], [1.83863, -0.58632, 0.76294], [1.82354, 0.92902, -0.18358], [-2.05409, 0.78014, 1.13257], [-0.83751, -0.51620, -0.81841]], "nbo_charge": [-0.4656, -0.4887, -0.2680, 0.1392, 0.2032, 0.2041, 0.2032, -0.2420, 0.7145], "spin_multiplicity": 1, "e_lumo_ev": 0.0, "smiles": "COC(=O)C#N", "de_lowest_kcal_mol": 35.9, "molar_mass_g_mol": 85.06}

***

No. 16
{"formula": "C3H3NO2", "method": "the ωB97M-V functional and the def2-TZVPD basis", "symbols": ["O", "H", "H", "O", "C", "N", "C", "H", "C"], "coordinates": [[-0.51975, 1.54822, 0.23188], [-1.26234, 2.05014, 0.54105], [0.24707, -1.51883, -0.77538], [0.02232, -0.67268, 1.11400], [0.37322, -0.65654, -0.20882], [-3.35833, -0.09791, -0.12381], [-2.20512, -0.03921, 0.08168], [1.19779, -0.06602, -0.38337], [-0.80499, 0.14630, 0.22369]], "nbo_charge": [-0.6719, 0.4872, 0.1840, -0.4415, -0.0577, -0.2517, 0.2133, 0.1911, 0.3472], "spin_multiplicity": 1, "e_lumo_ev": 0.7, "smiles": "N#C[C@]1(O)CO1", "de_lowest_kcal_mol": 68.6, "molar_mass_g_mol": 85.06}

***

No. 17
{"formula": "C3H3NO2", "method": "the ωB97M-V functional and the def2-TZVPD basis", "symbols": ["N", "H", "H", "H", "O", "C", "C", "O", "C"], "coordinates": [[-1.70262, -0.91359, -1.91339], [-0.67653, -1.11199, 0.40320], [-1.02731, 1.41505, 0.82219], [1.88518, -0.15815, 0.34092], [0.96533, 1.43148, 1.16406], [0.03156, -0.36764, -0.07793], [-0.83436, -0.52380, -1.25577], [1.35693, -0.73464, -0.24946], [-0.03734, 0.95981, 0.68269]], "nbo_charge": [-0.2816, 0.2442, 0.1442, 0.5005, -0.5025, -0.0957, 0.2342, -0.6718, 0.4284], "spin_multiplicity": 1, "e_lumo_ev": 0.1, "smiles": "N#C[C@@H](O)C=O", "de_lowest_kcal_mol": 52.2, "molar_mass_g_mol": 85.06}

***

No. 18
{"formula": "C3H3NO2", "method": "the ωB97M-V functional and the def2-TZVPD basis", "symbols": ["H", "O", "C", "C", "N", "H", "C", "H", "O"], "coordinates": [[0.19964, -0.19033, 2.00472], [-0.05539, -0.56767, -2.02656], [0.04418, 0.19977, -1.11473], [0.23165, -0.83585, 1.12567], [-0.85096, 2.67488, -1.10968], [0.97867, -1.61666, 1.27013], [-0.44613, 1.59300, -1.16629], [-0.75355, -1.27879, 0.95667], [0.65188, 0.02165, 0.06006]], "nbo_charge": [0.2010, -0.4730, 0.7329, -0.2461, -0.2426, 0.2006, 0.1525, 0.1960, -0.5212], "spin_multiplicity": 1, "e_lumo_ev": -0.2, "smiles": "COC(=O)C#N", "de_lowest_kcal_mol": 44.2, "molar_mass_g_mol": 85.06}

***

No. 19
{"formula": "C3H3NO2", "method": "the ωB97M-V functional and the def2-TZVPD basis", "symbols": ["O", "O", "H", "C", "C", "H", "H", "C", "N"], "coordinates": [[0.00277, 0.34284, 2.25437], [0.20047, -0.02403, -2.15259], [-1.51425, -0.95951, -0.04728], [0.51628, 1.00311, -0.07397], [0.03417, 0.24460, 1.06463], [1.00569, 1.94204, -0.25121], [0.05275, -1.80766, 0.09417], [-0.43829, -0.83756, 0.05736], [0.14040, 0.09617, -0.94547]], "nbo_charge": [-0.5073, -0.3929, 0.2235, -0.1762, 0.5256, 0.2256, 0.2243, -0.3448, 0.2223], "spin_multiplicity": 1, "e_lumo_ev": -0.1, "smiles": "O=C1C=[N+]([O-])C1", "de_lowest_kcal_mol": 83.5, "molar_mass_g_mol": 85.06}

***

No. 20
{"formula": "C3H3NO2", "method": "the ωB97M-V functional and the def2-TZVPD basis", "symbols": ["O", "C", "H", "N", "C", "H", "O", "H", "C"], "coordinates": [[2.01259, 1.95874, -0.91148], [-0.78935, -1.05593, 1.73595], [-0.99008, 0.00663, 1.86778], [0.18327, 0.40532, -0.44941], [1.16276, 1.14158, -0.98821], [0.29528, -1.29182, 1.48318], [-0.40729, 0.14734, -2.79958], [-1.55932, -1.74794, 1.83244], [0.09215, 0.43607, -1.77067]], "nbo_charge": [-0.4197, -0.4975, 0.1630, -0.3798, 0.6089, 0.1710, -0.4224, 0.1645, 0.6120], "spin_multiplicity": 3, "e_lumo_ev": [0.6, -2.6], "de_lowest_kcal_mol": 1.0, "molar_mass_g_mol": 85.06}